Entry 1:
{
  "formula": "C5H13N2O",
  "method": "ωB97M-V/def2-TZVPD",
  "elements": ["C", "O", "C", "C", "H", "H", "H", "H", "H", "H", "C", "C", "N", "N", "H", "H", "H", "H", "H", "H", "H"],
  "positions_angstrom": [[0.608, -1.838, -0.553], [0.841, -1.152, 0.738], [0.970, -0.900, -1.652], [2.225, -0.869, -2.178], [-0.459, -2.160, -0.536], [1.288, -2.753, -0.495], [1.633, -0.628, 0.526], [0.207, -0.137, -1.921], [2.488, -0.079, -2.884], [2.997, -1.475, -1.758], [-1.723, 0.722, 0.741], [-0.846, 1.717, 0.848], [-0.810, 2.938, 0.149], [-1.344, -0.463, 1.557], [-2.520, 0.586, 0.022], [0.101, 1.559, 1.402], [0.109, 3.192, -0.237], [-1.544, 3.068, -0.510], [-1.936, -1.297, 1.502], [-1.151, -0.235, 2.574], [-0.273, -0.745, 1.230]],
  "forces_ev_per_a": [[0.52, -1.24, 0.02], [1.54, -0.52, -0.89], [0.46, 0.24, -0.20], [-1.58, 1.09, 0.32], [0.59, 0.21, -0.04], [-0.96, 1.09, -0.38], [-0.21, 0.17, 0.61], [0.57, -0.72, -0.03], [0.04, -0.44, 0.06], [0.44, -0.51, -0.09], [0.62, -0.88, 0.60], [1.39, 0.70, -1.10], [0.57, -0.30, 0.53], [0.80, 0.75, 0.44], [-0.06, 0.32, 0.35], [-0.97, 0.11, 0.00], [-0.78, -0.28, 0.45], [-0.44, 0.10, -0.48], [-0.34, 0.00, -0.11], [-0.65, -0.06, -0.38], [-1.53, 0.18, 0.31]],
  "multiplicity": 2,
  "homo_ha": [-0.1015, -0.3278],
  "e_lumo_ev": [0.6, 0.6]
}

Entry 2:
{
  "formula": "C5H13N2O",
  "method": "ωB97M-V/def2-TZVPD",
  "elements": ["C", "N", "C", "C", "C", "N", "C", "O", "H", "H", "H", "H", "H", "H", "H", "H", "H", "H", "H", "H", "H"],
  "positions_angstrom": [[-0.607, 0.903, -0.868], [-1.365, -0.089, -1.654], [-2.430, -0.703, -0.856], [0.694, 0.397, -0.239], [1.370, 1.552, 0.504], [0.349, -0.761, 0.585], [1.457, -1.386, 1.273], [1.338, -1.458, 2.604], [-1.266, 1.248, -0.096], [-0.427, 1.761, -1.522], [-0.739, -0.850, -1.877], [-3.021, -1.357, -1.501], [-3.062, 0.100, -0.540], [-2.001, -1.268, -0.033], [1.299, 0.017, -1.069], [2.454, 1.472, 0.421], [1.106, 1.537, 1.548], [1.133, 2.516, 0.059], [-0.325, -0.513, 1.302], [2.369, -0.779, 1.145], [1.674, -2.339, 0.819]],
  "forces_ev_per_a": [[-0.11, -0.45, -1.05], [0.23, -0.10, 0.34], [0.42, -0.15, -0.87], [-1.04, 0.19, -0.33], [0.76, -0.27, -0.62], [0.16, -0.02, 0.13], [-0.30, 0.90, 0.24], [-0.01, -0.29, 0.10], [-0.35, 0.39, 0.70], [0.34, 0.03, 0.14], [0.26, 0.02, -0.28], [0.03, -0.05, 0.13], [-0.57, 0.28, 0.54], [-0.37, -0.10, 0.33], [0.27, 0.13, 0.10], [0.11, -0.03, 0.24], [-0.19, 0.14, 0.41], [-0.23, 0.04, 0.05], [-0.08, 0.15, -0.05], [0.38, 0.03, -0.14], [0.30, -0.86, -0.11]],
  "multiplicity": 2,
  "homo_ha": [-0.3221, -0.3218],
  "e_lumo_ev": [1.0, -1.6]
}

Entry 3:
{
  "formula": "C5H13N2O",
  "method": "ωB97M-V/def2-TZVPD",
  "elements": ["C", "C", "C", "C", "N", "C", "N", "O", "H", "H", "H", "H", "H", "H", "H", "H", "H", "H", "H", "H", "H"],
  "positions_angstrom": [[-1.407, 0.210, -2.553], [-0.185, -0.239, -1.742], [-0.400, 0.104, -0.255], [0.694, -0.358, 0.700], [1.914, 0.509, 0.466], [0.314, -0.025, 2.152], [-0.660, -0.710, 2.750], [0.974, 0.810, 2.762], [-1.144, 0.306, -3.601], [-1.797, 1.156, -2.181], [-2.177, -0.559, -2.521], [0.680, 0.367, -2.043], [-0.010, -1.294, -1.887], [-0.736, 1.115, -0.085], [-1.333, -0.384, 0.038], [0.925, -1.404, 0.569], [1.723, 1.219, -0.237], [2.075, 0.956, 1.369], [2.743, -0.003, 0.175], [-0.734, -0.589, 3.750], [-1.459, -1.189, 2.372]],
  "forces_ev_per_a": [[0.36, -0.46, -0.09], [-0.16, 1.65, 0.62], [-1.22, -1.62, -0.21], [-0.64, 1.48, -0.12], [0.01, -0.80, -0.88], [0.37, 0.00, 0.60], [-0.59, -0.33, 0.66], [0.15, -0.27, -0.46], [0.02, 0.19, -0.10], [-0.08, 0.01, -0.12], [-0.20, 0.11, 0.21], [0.10, -0.44, -0.44], [0.34, -0.29, 0.02], [0.69, 0.84, -0.08], [0.05, -0.54, 0.17], [0.24, -0.23, -0.01], [-0.01, 0.08, -0.04], [0.10, 0.51, 0.96], [0.03, -0.12, 0.01], [0.07, 0.34, -0.01], [0.39, -0.12, -0.69]],
  "multiplicity": 1,
  "total_charge": 1,
  "homo_ha": -0.5458,
  "smiles": "CCC[C@@H]([NH3+])C(N)=O",
  "e_lumo_ev": -3.2
}

F_max / eV/Å: 1.9, 1.1, 2.0
Energy relative to the best compared isomer or geometry (same formula, charge and spin) / kJ/mol: 435.0, 154.9, 45.0